1.
The following is a quantum chemistry calculation of a cluster of 2 separate species, C3H3Br2F in total in a non-equilibrium geometry, from the OMol25 dataset.

For the LUMO energy (alpha / beta), the calculation gives -0.813 / -1.033 eV. As for the multiplicity: 1. The relative energy (zero: lowest compared OMol25 entry of this formula, charge and spin) comes out at 3.672 eV. As for the HOMO energy (alpha / beta): -8.614 / -9.738 eV. Its HOMO-LUMO gap (alpha / beta) is 7.80 / 8.70 eV.

Last column: Mulliken charge in e.
Atoms and positions in Å:
C1 -0.3108 0.4275 0.7254  -0.689
C2 0.9291 0.3847 0.1714  0.411
C3 1.6497 -0.8306 -0.1147  0.036
F1 1.1043 -1.9603 0.3444  -0.188
Br1 1.8715 2.0046 0.0222  -0.130
Br2 3.4848 -0.8325 -0.0204  -0.030
H1 -0.8097 1.3575 1.0596  0.302
H2 -0.8182 -0.6486 0.8147  0.202
H3 1.4283 -1.3405 -2.1760  0.085

Atoms 1-6, force components in eV/Å:
-0.31 -2.66 -0.37
-1.20 0.57 1.14
-0.69 -0.56 -1.72
-0.13 0.16 0.14
0.05 0.33 -0.28
1.00 -0.29 0.14



2.
The following is a quantum chemistry calculation of the molecule C3H3Br2F in a non-equilibrium geometry, from the OMol25 dataset.

For the LUMO energy, the calculation gives -0.430 eV. As for the multiplicity: 1. The relative energy (zero: lowest compared OMol25 entry of this formula, charge and spin) comes out at 0.611 eV. As for the structure (SMILES): C=C(Br)[C@H](F)Br. As for the HOMO energy: -10.159 eV. Its HOMO-LUMO gap is 9.73 eV.

Last column: Mulliken charge in e.
Atoms and positions in Å:
C1 -0.1471 0.7098 0.6399  -0.511
C2 -0.4331 -0.5416 0.2269  0.215
C3 0.4317 -1.7720 0.1064  -0.063
F1 0.6382 -2.4560 1.2683  -0.204
Br1 -2.4546 -1.1794 -0.3198  -0.219
Br2 2.2620 -1.1310 -0.3313  -0.150
H1 -0.8461 1.5986 0.5956  0.255
H2 0.7524 0.7902 1.2235  0.280
H3 0.0377 -2.5761 -0.5295  0.397

Atoms 1-6, force components in eV/Å:
-1.98 -1.13 -0.24
-2.19 0.40 -0.21
0.72 -0.07 0.45
-0.48 0.23 0.88
2.58 1.13 0.54
-0.41 -0.43 -0.46



3.
The following is a quantum chemistry calculation of a structure of composition C3H3Br2N in a non-equilibrium geometry, from the OMol25 dataset.

For the LUMO energy (alpha / beta), the calculation gives -0.965 / -0.964 eV. As for the multiplicity: 1. The relative energy (zero: lowest compared OMol25 entry of this formula, charge and spin) comes out at 5.407 eV. As for the HOMO energy (alpha / beta): -7.606 / -7.612 eV. Its HOMO-LUMO gap (alpha / beta) is 6.64 / 6.65 eV.

Last column: Mulliken charge in e.
Atoms and positions in Å:
C1 -0.5241 0.0229 0.8735  -0.161
C2 -1.6025 -0.9969 -0.5227  -0.358
C3 1.8193 0.1707 -0.1191  -0.101
N1 0.6376 0.1397 0.4484  -0.102
Br1 -3.4539 -1.2101 0.0584  -0.178
Br2 2.6764 -1.5849 -0.3937  -0.092
H1 -0.9320 0.0740 1.8427  0.359
H2 -1.4860 -0.2596 -1.3234  0.230
H3 2.2915 1.0519 -0.4963  0.402

Atoms 1-6, force components in eV/Å:
-0.72 -1.97 -4.38
1.47 0.60 2.39
-3.62 -2.48 1.66
3.12 1.18 -0.53
0.61 0.53 -0.35
-0.48 1.50 0.12



4.
The following is a quantum chemistry calculation of the molecule C3H3Br2N in a non-equilibrium geometry, from the OMol25 dataset.

For the LUMO energy (alpha / beta), the calculation gives -0.695 / -0.376 eV. As for the multiplicity: 1. The relative energy (zero: lowest compared OMol25 entry of this formula, charge and spin) comes out at 3.792 eV. As for the HOMO energy (alpha / beta): -8.989 / -8.627 eV. Its HOMO-LUMO gap (alpha / beta) is 8.29 / 8.25 eV.

Last column: Mulliken charge in e.
Atoms and positions in Å:
C1 -0.1564 1.4153 -0.1740  0.078
C2 0.8204 -0.5140 0.6710  -0.707
C3 -0.5562 -0.7126 -0.1136  0.137
N1 -1.0851 0.6141 -0.3992  -0.382
Br1 0.2181 3.1794 -0.4786  -0.047
Br2 -0.3241 -1.6076 -1.8192  -0.142
H1 1.7557 -0.9622 0.4169  0.334
H2 0.5925 -0.0329 1.6279  0.321
H3 -1.2650 -1.3797 0.2687  0.408

Atoms 1-6, force components in eV/Å:
1.22 -2.45 0.38
-3.31 2.25 -0.82
2.29 1.02 -0.46
-0.06 0.40 0.22
-0.34 0.39 -0.02
0.41 -0.14 -0.52



5.
The following is a quantum chemistry calculation of a structure of composition C3H3BrCl2 in a non-equilibrium geometry, from the OMol25 dataset.

For the LUMO energy (alpha / beta), the calculation gives -4.010 / -4.007 eV. As for the multiplicity: 1. The relative energy (zero: lowest compared OMol25 entry of this formula, charge and spin) comes out at 5.045 eV. As for the HOMO energy (alpha / beta): -9.087 / -9.094 eV. Its HOMO-LUMO gap (alpha / beta) is 5.08 / 5.09 eV.

Last column: Mulliken charge in e.
Atoms and positions in Å:
C1 0.1444 0.8588 -0.4547  -0.439
C2 0.1624 0.1075 0.8205  -0.347
C3 -0.8332 -0.3111 -0.1382  0.421
Cl1 2.8958 -2.0215 0.6359  -0.476
Cl2 -0.8755 -1.7911 -1.0426  -0.101
Br1 -2.6670 0.1595 0.3318  -0.053
H1 -0.2100 1.8934 -0.6445  0.271
H2 0.9033 0.9009 -1.2375  0.282
H3 0.4799 0.2036 1.7293  0.441

Atoms 1-6, force components in eV/Å:
-1.03 -0.09 0.20
-0.32 -0.02 -6.79
-0.07 0.60 -0.85
-1.19 0.93 0.05
0.58 -0.05 0.17
0.52 0.29 0.24



6.
The following is a quantum chemistry calculation of the molecule C3H3BrCl2O in a non-equilibrium geometry, from the OMol25 dataset.

For the LUMO energy, the calculation gives 0.539 eV. As for the multiplicity: 1. The relative energy (zero: lowest compared OMol25 entry of this formula, charge and spin) comes out at 1.577 eV. As for the structure (SMILES): CO/C(Cl)=C(/Cl)Br. As for the HOMO energy: -8.839 eV. Its HOMO-LUMO gap is 9.38 eV.

Last column: Mulliken charge in e.
Atoms and positions in Å:
C1 -2.4292 -0.7098 0.1259  0.503
C2 -3.7242 -0.4093 0.1589  0.072
C3 -0.0968 0.1487 0.1189  -0.682
O1 -1.5426 0.3661 0.1741  -0.255
Cl1 -1.7997 -2.3617 0.2067  -0.173
Cl2 -4.8414 -1.6889 -0.0572  -0.184
Br1 -4.3102 1.4141 -0.0266  -0.083
H1 0.1121 0.4210 -1.0023  0.247
H2 0.2409 -0.8638 0.4246  0.309
H3 0.4789 0.7852 0.7414  0.246

Atoms 1-6, force components in eV/Å:
1.97 1.28 0.76
-0.24 -0.06 -0.91
-0.57 -0.69 -3.11
0.35 -1.68 0.76
-0.50 1.23 -0.15
-0.59 0.25 0.20



7.
The following is a quantum chemistry calculation of a cluster of 2 separate species, C3H3BrCl4 in total in a non-equilibrium geometry, from the OMol25 dataset.

For the LUMO energy (alpha / beta), the calculation gives -0.034 / -1.130 eV. As for the multiplicity: 1. The relative energy (zero: lowest compared OMol25 entry of this formula, charge and spin) comes out at 2.783 eV. As for the HOMO energy (alpha / beta): -8.925 / -7.646 eV. Its HOMO-LUMO gap (alpha / beta) is 8.89 / 6.52 eV.

Last column: Mulliken charge in e.
Atoms and positions in Å:
C1 0.0995 -0.2258 0.2407  -0.843
C2 1.1710 -1.1404 0.6228  0.236
C3 3.2509 0.8942 -0.1639  0.254
Cl1 1.4375 -1.1036 2.2962  -0.149
Cl2 3.9767 1.2900 1.3990  -0.111
Cl3 2.2797 2.2039 -0.7781  -0.130
Cl4 4.3197 0.0933 -1.2762  -0.093
Br1 1.9744 -2.2825 -0.5239  0.010
H1 0.5440 0.4282 -0.4392  0.197
H2 -0.3496 0.3925 1.0091  0.379
H3 -0.7872 -0.8934 -0.2466  0.250

Atoms 1-6, force components in eV/Å:
-2.90 -2.38 -1.37
-0.08 1.41 1.63
0.56 0.51 0.63
0.74 -0.81 0.54
-0.41 -0.42 -0.90
0.42 -0.54 -0.05



8.
The following is a quantum chemistry calculation of a cluster of 2 separate species, C3H3BrClF3 in total in a non-equilibrium geometry, from the OMol25 dataset.

For the LUMO energy (alpha / beta), the calculation gives -1.584 / -0.230 eV. As for the multiplicity: 1. The relative energy (zero: lowest compared OMol25 entry of this formula, charge and spin) comes out at 4.065 eV. As for the HOMO energy (alpha / beta): -8.554 / -9.482 eV. Its HOMO-LUMO gap (alpha / beta) is 6.97 / 9.25 eV.

Last column: Mulliken charge in e.
Atoms and positions in Å:
C1 -1.5266 -1.1848 -1.7316  -0.544
C2 0.2925 -0.0446 1.1294  -0.657
C3 1.4591 0.7167 0.6861  0.940
F1 1.8292 1.6028 1.6622  -0.237
F2 2.5298 -0.0063 0.3830  -0.239
F3 1.2892 1.6059 -0.3960  -0.245
Cl1 -2.1527 0.3629 -1.5418  -0.096
Br1 -1.2901 0.9986 1.2819  -0.014
H1 -2.2923 -1.8245 -1.9136  0.339
H2 -0.5417 -1.2779 -1.2878  0.342
H3 0.4036 -0.9488 1.7281  0.412

Atoms 1-6, force components in eV/Å:
1.79 2.27 0.76
-1.56 0.49 -0.14
1.12 3.11 -0.88
0.11 -0.57 0.25
-0.21 -0.56 0.14
-0.55 -1.81 0.95



9.
The following is a quantum chemistry calculation of the molecule C3H3BrF4S in a non-equilibrium geometry, from the OMol25 dataset.

As for the expectation value of S²: 2.0068. For the LUMO energy (alpha / beta), the calculation gives 0.691 / -2.397 eV. As for the multiplicity: 3. As for the HOMO energy (alpha / beta): -8.665 / -8.984 eV. Its HOMO-LUMO gap (alpha / beta) is 9.36 / 6.59 eV.

Last column: Mulliken charge in e.
Atoms and positions in Å:
C1 0.8490 0.2334 2.9140  -0.681
C2 -0.0338 -0.4227 -2.3874  0.841
C3 -0.9375 0.6748 -1.8182  0.007
F1 -0.1937 -1.5481 -1.6472  -0.229
F2 1.2719 -0.2201 -2.4245  -0.229
F3 -0.4702 -0.7625 -3.5990  -0.233
F4 -2.1688 0.4726 -2.3283  -0.171
S1 -0.7082 -0.3323 2.3494  -0.133
Br1 -0.9840 0.8913 0.0481  0.018
H1 0.9181 -0.0045 3.9767  0.283
H2 0.8680 1.2830 2.6354  0.253
H3 1.5892 -0.2648 2.2810  0.273

Atoms 1-6, force components in eV/Å:
0.34 0.30 -1.09
-0.58 -1.32 0.28
-0.31 -0.69 -0.65
-0.09 -0.01 0.40
0.07 0.90 -0.01
0.26 0.48 -0.49



10.
The following is a quantum chemistry calculation of a cluster of 2 separate species, C3H3BrN2O in total in a non-equilibrium geometry, from the OMol25 dataset.

For the LUMO energy, the calculation gives 0.321 eV. As for the multiplicity: 1. The relative energy (zero: lowest compared OMol25 entry of this formula, charge and spin) comes out at 1.924 eV. As for the structure (SMILES): N=C=CBr.N=C=O. As for the HOMO energy: -8.972 eV. Its HOMO-LUMO gap is 9.29 eV.

Last column: Mulliken charge in e.
Atoms and positions in Å:
C1 1.0250 -1.3069 0.0341  0.564
C2 -1.7906 2.0012 0.1516  0.600
C3 1.6974 -0.4089 -0.5653  -0.606
N1 0.3495 -2.2672 0.3043  -0.432
N2 -1.8335 0.8232 0.4754  -0.450
O1 -1.6615 3.1520 -0.0019  -0.405
Br1 3.4340 0.0764 0.1282  -0.137
H1 1.3503 0.0571 -1.5647  0.310
H2 -0.3572 -2.2400 1.0466  0.301
H3 -2.2134 0.1131 -0.0083  0.254

Atoms 1-6, force components in eV/Å:
-1.22 -0.80 -0.10
0.19 -0.30 0.41
1.60 2.66 -2.33
-0.62 -1.30 1.08
1.54 3.91 1.59
-0.17 -0.87 -0.01



11.
The following is a quantum chemistry calculation of the ion C3H3BrNO2 with charge -1 in a non-equilibrium geometry, from the OMol25 dataset.

For the LUMO energy, the calculation gives 3.272 eV. As for the multiplicity: 1. The relative energy (zero: lowest compared OMol25 entry of this formula, charge and spin) comes out at 3.143 eV. As for the structure (SMILES): C/C(=N\Br)C(=O)[O-]. As for the HOMO energy: -4.650 eV. As for the total charge: -1. Its HOMO-LUMO gap is 7.92 eV.

Last column: Mulliken charge in e.
Atoms and positions in Å:
C1 0.0901 0.3259 -0.2342  0.803
C2 0.8250 1.1447 0.8140  0.375
C3 -0.2754 -1.0729 0.2762  -1.086
N1 -0.2254 0.9571 -1.5133  -0.469
O1 2.0314 0.9534 0.9113  -0.672
O2 -0.0134 1.8511 1.4581  -0.694
Br1 -1.2625 -0.0413 -2.6841  -0.224
H1 -0.7110 -1.1086 1.2072  0.354
H2 0.6203 -1.6059 0.1399  0.273
H3 -1.0791 -1.4035 -0.3751  0.342

Atoms 1-6, force components in eV/Å:
-2.01 2.16 -4.76
-1.77 1.28 0.05
-0.87 1.99 -3.66
2.19 -2.40 6.60
0.72 -0.03 0.31
1.24 -0.83 -0.42



12.
The following is a quantum chemistry calculation of a cluster of 2 separate species, C3H3BrO in total in a non-equilibrium geometry, from the OMol25 dataset.

For the LUMO energy, the calculation gives -0.680 eV. As for the multiplicity: 1. The relative energy (zero: lowest compared OMol25 entry of this formula, charge and spin) comes out at 3.252 eV. As for the HOMO energy: -8.670 eV. Its HOMO-LUMO gap is 7.99 eV.

Last column: Mulliken charge in e.
Atoms and positions in Å:
C1 -0.5001 0.0127 -0.3533  -0.003
C2 2.2947 -2.2810 -1.1075  0.097
C3 -1.0894 1.0065 0.5631  -0.819
O1 1.5500 -3.0015 -0.6716  -0.129
Br1 1.2114 0.3563 -1.0721  -0.075
H1 -0.3286 1.1888 1.3831  0.305
H2 -2.1227 0.6945 0.9179  0.234
H3 -1.0154 2.0236 0.3403  0.389

Atoms 1-6, force components in eV/Å:
-0.45 -0.33 -0.04
0.48 -0.49 -0.12
0.56 -1.42 1.34
-0.21 -0.13 0.10
-0.75 1.08 0.47
-0.72 -1.11 0.00



Number 1: E -145957.113 eV. Number 2: E -145960.173 eV. Number 3: E -144728.595 eV. Number 4: E -144730.209 eV. Number 5: E -98240.901 eV. Number 6: E -100292.587 eV. Number 7: E -123288.182 eV. Number 8: E -93873.102 eV. Number 9: E -94903.488 eV. Number 10: E -78227.772 eV. Number 11: E -78787.003 eV. Number 12: E -75245.278 eV.